The following is a DFT calculation (ωB97M-V/def2-TZVPD) of C21H28F4N3Sc as an isolated structure.

## Properties
calculated total energy: -58254.9146 eV
HOMO energy: -14.010 eV
charge: +2

Each line ends with the Mulliken charge.
Cartesian coordinates (Å):
Sc: 0.627 0.042 0.140  -0.461
C: 1.947 1.323 -2.604  -1.127
C: 2.933 0.272 -2.189  -0.571
N: 2.669 -0.109 -0.818  0.510
C: 3.002 -1.555 -0.679  -0.432
C: 1.790 -2.361 -1.176  -1.344
C: 3.423 0.707 0.105  -1.097
C: 3.155 0.386 1.553  -0.905
N: 1.747 0.109 1.797  0.272
C: 1.313 -0.618 2.884  0.138
C: 0.310 -1.499 2.641  0.873
F: -0.072 -1.714 1.335  -0.310
C: -0.400 -2.215 3.608  0.069
F: -1.285 -3.055 3.092  -0.300
C: 0.021 -2.297 4.920  -0.783
C: 1.162 -1.474 5.145  0.348
F: 1.520 -1.476 6.440  -0.279
C: 1.762 -0.679 4.209  -0.055
F: 2.854 0.080 4.539  -0.296
H: 2.012 1.773 -3.658  0.479
H: 1.815 2.083 -1.773  0.311
H: 0.918 1.007 -2.764  0.070
H: 3.957 0.655 -2.276  0.287
H: 2.832 -0.565 -2.926  0.443
H: 3.188 -1.680 0.365  0.318
H: 3.834 -1.846 -1.319  0.482
H: 0.891 -2.316 -0.554  0.297
H: 2.002 -3.313 -1.120  0.619
H: 1.530 -2.100 -2.189  0.376
H: 3.251 1.751 -0.048  0.517
H: 4.524 0.548 -0.006  0.391
H: 3.558 1.294 2.069  0.366
H: 3.716 -0.460 1.940  0.579
H: -0.383 -2.867 5.722  0.566
C: -4.070 1.986 -2.613  -0.937
N: -2.981 1.121 -3.058  -0.150
C: -1.684 1.869 -3.134  -0.652
C: -2.791 -0.186 -2.152  -1.178
C: -2.744 0.265 -0.726  0.920
C: -3.887 0.258 0.069  0.006
C: -3.903 0.546 1.448  -0.935
C: -2.667 0.794 2.046  -0.741
C: -1.457 0.776 1.219  -1.281
C: -1.460 0.409 -0.118  0.639
H: -4.163 2.798 -3.311  0.359
H: -3.755 2.292 -1.601  0.431
H: -4.948 1.386 -2.601  0.374
H: -3.274 0.782 -3.985  0.363
H: -1.361 1.963 -2.076  0.177
H: -1.813 2.842 -3.602  0.390
H: -0.983 1.184 -3.687  0.366
H: -1.853 -0.571 -2.413  0.370
H: -3.595 -0.788 -2.471  0.586
H: -4.853 -0.066 -0.338  0.427
H: -4.933 0.579 1.864  0.395
H: -2.420 1.020 3.068  0.551
H: -0.521 0.911 1.767  1.173